1.
Here is C4H3FO2 in the gas phase at a distorted geometry from the OMol25 dataset. Energies are from wB97M-V/def2-TZVPD.

Last column: natural (NBO) charge in e.
Geometry (Å):
C (0.17118, -0.20716, -0.18572)  -0.11
C (-1.10149, -0.74622, 0.31525)  0.00
C (-0.02295, 1.07841, -0.48790)  0.04
C (-2.03501, 0.46948, 0.16789)  0.70
O (-1.29635, 1.49057, -0.34144)  -0.38
O (-3.23405, 0.48998, 0.27745)  -0.52
F (-1.79855, -1.65429, -0.51933)  -0.36
H (1.14880, -0.76739, -0.15442)  0.23
H (-1.14697, -1.16381, 1.25039)  0.20
H (0.53153, 1.96579, -0.79899)  0.21

The expectation value of S² is 2.008. Its multiplicity is 3. The max |F| comes out at 10.04 eV Å⁻¹. For the HOMO energy (alpha / beta), the calculation gives -6.302 / -10.728 eV. The orbital gap (alpha / beta) comes out at 0.2597 / 0.2772 Eh. The energy above the lowest of the compared OMol25 structures with the same formula, charge and spin comes out at 10.2 kcal per mole.


2.
Here is C4H3FO2S in the gas phase at a distorted geometry from the OMol25 dataset. Energies are from wB97M-V/def2-TZVPD.

Last column: natural (NBO) charge in e.
Geometry (Å):
O (-0.97877, 2.14019, 0.08330)  -0.65
C (-0.10136, 1.13684, -0.05416)  0.27
C (1.33090, 1.14769, 0.00034)  -0.45
C (1.61728, -0.17751, -0.00892)  0.70
F (2.77367, -0.88476, 0.03275)  -0.30
O (0.58353, -0.98447, 0.00413)  -0.41
C (-0.54580, -0.15157, -0.09536)  -0.06
S (-2.10009, -0.97892, -0.06928)  0.02
H (-1.84542, 1.83260, -0.05322)  0.49
H (1.93829, 2.07852, -0.13121)  0.26
H (-2.09872, -1.26415, 1.24742)  0.13

As for the structure (SMILES): Oc1cc(F)oc1S. The max |F| comes out at 3.14 eV Å⁻¹. For the HOMO energy, the calculation gives -8.734 eV. The orbital gap comes out at 0.3399 Eh. The energy above the lowest of the compared OMol25 structures with the same formula, charge and spin comes out at 14.1 kcal per mole.


3.
Here is a molecular structure, C4H3FO2S at a distorted geometry from the OMol25 dataset. Energies are from wB97M-V/def2-TZVPD.

Last column: natural (NBO) charge in e.
Geometry (Å):
C (-0.53004, 0.86466, -0.45423)  0.13
C (0.29562, -0.10739, 0.31996)  -0.06
C (-1.59973, -0.22929, -0.14031)  0.19
C (1.67830, -0.69365, 0.07790)  0.43
H (-0.42628, 1.11613, -1.46022)  0.22
H (0.39373, 0.30647, 1.37846)  0.22
H (2.65477, -1.64435, 0.97796)  0.14
O (-0.72405, -1.02645, 0.25041)  -0.43
O (2.30659, -0.11243, -0.85854)  -0.51
F (-0.87654, 2.00645, 0.23642)  -0.33
S (-3.17236, -0.48013, -0.32779)  0.00

The max |F| comes out at 6.81 eV Å⁻¹. For the HOMO energy, the calculation gives -9.315 eV. The orbital gap comes out at 0.3222 Eh. The energy above the lowest of the compared OMol25 structures with the same formula, charge and spin comes out at 101.5 kcal per mole.


4.
Here is a molecular structure, C4H3HgLiNaO2 at a distorted geometry from the OMol25 dataset. Energies are from wB97M-V/def2-TZVPD.

Last column: natural (NBO) charge in e.
Geometry (Å):
C (0.57738, 1.37746, -0.05554)  0.44
O (1.59902, 0.88772, -0.66478)  -0.63
Li (-1.15133, -0.14141, -1.77239)  0.92
Hg (1.15642, 1.87185, -3.69846)  0.03
H (-0.78684, 1.64198, 0.87711)  0.22
C (0.01932, 0.70432, 1.11289)  -0.66
C (-0.00729, -0.81371, 1.06558)  -0.63
C (-0.99310, -1.42759, 0.34535)  0.07
O (-1.98433, -0.87326, -0.35465)  -0.99
Na (2.12687, -1.77541, 0.76284)  0.87
H (0.45933, 1.08888, 2.04900)  0.26
H (-1.01544, -2.54083, 0.33304)  0.12

The expectation value of S² is 0.758. Its multiplicity is 2. The max |F| comes out at 8.16 eV Å⁻¹. For the HOMO energy (alpha / beta), the calculation gives -6.457 / -6.467 eV. The orbital gap (alpha / beta) comes out at 0.2098 / 0.2117 Eh.


5.
Here is a molecular structure, C4H3HgO4 at a distorted geometry from the OMol25 dataset. Energies are from wB97M-V/def2-TZVPD.

Last column: natural (NBO) charge in e.
Geometry (Å):
O (0.48906, -2.87970, -1.49036)  -0.81
C (-0.03943, -3.04784, -2.48241)  0.86
Hg (1.39206, -2.43927, 0.28128)  1.84
C (0.14648, 1.61243, 0.68012)  -0.18
C (0.99568, 0.48742, 0.21149)  0.55
O (0.67648, -0.66151, 0.46914)  -0.71
C (-2.06443, 0.66049, 0.27091)  1.14
O (-1.21025, 1.49965, 0.12345)  -0.37
O (-2.83780, -0.16078, 0.20031)  -0.20
H (0.53110, 2.58535, 0.34604)  0.33
H (0.03649, 1.59314, 1.77396)  0.31
H (1.88457, 0.75062, -0.38392)  0.25

The max |F| comes out at 5.00 eV Å⁻¹. For the HOMO energy, the calculation gives -25.477 eV. The orbital gap comes out at 0.3319 Eh. Its total charge is +3.


6.
Here is C4H3I in the gas phase at a distorted geometry from the OMol25 dataset. Energies are from wB97M-V/def2-TZVPD.

Last column: natural (NBO) charge in e.
Geometry (Å):
C (-2.56717, 0.03774, 0.53411)  -0.16
C (-1.40901, -0.09593, 0.20303)  -0.10
C (-0.06866, -0.33524, -0.45353)  -0.10
C (1.24057, -0.07228, -0.25987)  -0.39
I (-0.27558, -1.95738, -2.00420)  0.05
H (-3.54947, 0.22557, 0.98542)  0.25
H (1.33437, 0.37977, 0.67061)  0.21
H (2.01427, -0.11813, -0.99296)  0.24

As for the structure (SMILES): C#CC(=C)I. The max |F| comes out at 3.43 eV Å⁻¹. For the HOMO energy, the calculation gives -9.135 eV. The orbital gap comes out at 0.3264 Eh. The energy above the lowest of the compared OMol25 structures with the same formula, charge and spin comes out at 21.8 kcal per mole.


7.
Here is a molecular structure, C4H3KO2 at a distorted geometry from the OMol25 dataset. Energies are from wB97M-V/def2-TZVPD.

Last column: natural (NBO) charge in e.
Geometry (Å):
C (0.60170, -1.38989, -2.62203)  0.49
C (0.31067, -0.67635, -1.66636)  -0.22
C (-0.11966, 0.03535, -0.56733)  -0.23
C (0.30356, -0.24006, 0.76503)  0.35
H (-0.31062, 1.16975, -0.57201)  0.22
H (0.53944, -1.28473, 1.03367)  0.16
O (0.77954, -2.14936, -3.63704)  -0.62
H (1.67473, -2.07888, -4.00598)  0.53
O (0.20777, 0.71171, 1.57404)  -0.68
K (-1.28393, 2.02320, 3.23707)  1.00

The expectation value of S² is 0.776. Its multiplicity is 2. The max |F| comes out at 2.72 eV Å⁻¹. For the HOMO energy (alpha / beta), the calculation gives -11.944 / -12.718 eV. The orbital gap (alpha / beta) comes out at 0.3023 / 0.2829 Eh. Its total charge is +1. The energy above the lowest of the compared OMol25 structures with the same formula, charge and spin comes out at 0.0 kcal per mole.


8.
Here is a molecular structure, C4H3Li2O2Pt at a distorted geometry from the OMol25 dataset. Energies are from wB97M-V/def2-TZVPD.

Last column: natural (NBO) charge in e.
Geometry (Å):
C (-0.23202, -1.05391, 0.57771)  0.01
O (-0.41441, -0.40960, 1.69732)  -0.80
Li (-2.63648, -1.35794, 1.26930)  0.93
Li (1.53504, 0.32839, 1.59172)  0.95
H (-0.40041, -1.90600, -0.49815)  0.30
C (0.64207, -0.83013, -0.50868)  -0.52
C (1.22004, 0.56173, -0.50148)  -0.28
C (0.44469, 1.59735, -0.89217)  0.03
O (-0.88367, 1.51920, -1.30186)  -0.64
Pt (-1.49254, 0.54172, 0.13645)  0.54
H (1.39183, -1.61929, -0.65623)  0.26
H (0.82585, 2.62849, -0.91394)  0.22

The expectation value of S² is 2.032. Its multiplicity is 3. The max |F| comes out at 4.64 eV Å⁻¹. For the HOMO energy (alpha / beta), the calculation gives -11.758 / -12.454 eV. The orbital gap (alpha / beta) comes out at 0.2707 / 0.2566 Eh. Its total charge is +1. The energy above the lowest of the compared OMol25 structures with the same formula, charge and spin comes out at 27.0 kcal per mole.


9.
Here is a molecular structure, C4H3LiNaO2Tl at a distorted geometry from the OMol25 dataset. Energies are from wB97M-V/def2-TZVPD.

Last column: natural (NBO) charge in e.
Geometry (Å):
C (1.37741, -1.21570, 0.37242)  0.62
O (2.45571, -0.88547, 0.48310)  -0.63
Li (4.43020, -0.22563, 0.84256)  1.00
Na (-1.09457, -1.90196, -0.76574)  0.96
C (-1.28213, 0.21008, 1.71414)  -0.44
C (-1.05012, 0.56586, 0.47180)  -0.13
C (-0.60287, 0.86087, -0.75192)  0.07
O (-0.71811, 0.05102, -1.79920)  -1.02
Tl (-0.58733, 0.55893, -4.15430)  0.95
H (-2.27208, 0.28670, 2.17787)  0.25
H (-0.22691, 1.88352, -0.91829)  0.18
H (-0.42920, -0.18822, 2.32756)  0.20

The max |F| comes out at 1.37 eV Å⁻¹. For the HOMO energy, the calculation gives -14.174 eV. The orbital gap comes out at 0.2533 Eh. Its total charge is +2.